--- a ---
Entry from the Open Molecules 2025 dataset: a 2-piece molecular cluster, C18H26N6O4 overall (ωB97M-V/def2-TZVPD).

```
54
Properties=species:S:1:pos:R:3
N -3.49104 -4.68200 3.00716
O 0.62273 -2.84796 -2.37433
O 2.70979 3.24464 -2.71759
O -1.03357 2.29542 0.20990
C -2.71753 -4.52946 2.15115
N 0.11588 -4.59675 -0.13409
O 2.23543 5.00350 1.15648
C -0.41075 -2.73610 -1.71774
C 2.66989 3.00216 -1.52334
C 0.01702 1.99924 0.76835
C -0.53730 -5.05661 0.90508
C -1.76825 -4.32494 1.10491
C -1.80953 -3.40270 0.11439
C -2.53685 -1.54669 -1.27633
C -1.39318 -1.67769 -2.06410
N -2.73244 -2.41317 -0.19707
N -0.65890 -3.57440 -0.63161
N 0.05854 0.91511 1.55120
N 1.51023 3.05988 -0.87270
C 3.94215 2.63228 -0.78820
C -0.05019 -6.18950 1.75503
C -3.58160 -0.48100 -1.48593
C 1.20705 0.36845 2.27535
C -0.23892 0.38326 -2.90043
C -1.12570 -0.80273 -3.28059
C 0.70110 4.15836 2.72940
C 1.25786 2.88083 0.56903
C 1.04943 4.24888 1.24420
H 2.32818 5.29850 0.24625
H -3.59757 -2.36853 0.34178
H -0.81224 0.40928 1.61381
H 0.70499 3.24710 -1.45343
H 4.77267 2.67110 -1.49176
H 3.85255 1.62084 -0.39804
H 4.12299 3.33578 0.02217
H 0.96740 -6.47001 1.46787
H -0.70392 -7.05697 1.63069
H -0.05332 -5.89838 2.80873
H -3.92337 -0.09877 -0.52002
H -3.19408 0.37117 -2.04867
H -4.43807 -0.89858 -2.02256
H 1.60433 1.10593 2.97508
H 0.89826 -0.51304 2.84060
H 1.99051 0.07065 1.57514
H 0.72258 0.03571 -2.50952
H -0.04862 1.00675 -3.77927
H -0.72534 0.99802 -2.13870
H -2.05768 -0.43767 -3.72003
H -0.63188 -1.39050 -4.06219
H 0.66262 5.16405 3.14962
H 1.45994 3.58012 3.25580
H -0.27504 3.69276 2.86213
H 2.11182 2.40610 1.04376
H 0.25093 4.78825 0.73316
```

Computed properties:
molar mass = 390.4 u
structure (SMILES) = CNC(=O)[C@@H](NC(C)=O)[C@@H](C)O.CCc1c(C)[nH]c2c(C#N)c(C)nn2c1=O



--- b ---
Entry from the Open Molecules 2025 dataset: one molecule with the formula C18H26N6O4 (ωB97M-V/def2-TZVPD).

```
54
Properties=species:S:1:pos:R:3
C -2.01486 1.19745 -2.24126
C -2.14313 1.81186 -0.88736
N -1.71693 3.03978 -0.64853
N -1.93718 3.22345 0.66757
C -2.49713 2.15389 1.27518
C -2.81307 2.12684 2.73031
C -2.66031 1.21158 0.28724
C -3.16458 -0.19338 0.41227
C -1.96227 -1.09750 0.63483
O -1.25954 -0.90397 1.62088
N -1.59743 -2.00040 -0.31692
C -2.43031 -2.49208 -1.40418
C -2.74416 -3.96754 -1.18944
O -3.83928 -4.44692 -1.39353
N -1.66783 -4.65230 -0.72623
C -0.34702 -4.05129 -0.84026
C -0.31666 -2.69921 -0.13208
C 0.81230 -1.82280 -0.70577
O 1.33166 -2.07130 -1.78182
N 1.10167 -0.75146 0.05293
C 2.11539 0.20384 -0.30556
C 1.58848 1.63037 -0.26505
C 2.72848 2.57654 -0.59572
C 3.82812 2.44649 0.43918
N 4.20843 1.06188 0.69409
C 5.39525 0.89665 1.51135
C 3.36628 -0.00438 0.56052
O 3.60212 -1.09175 1.05262
H -2.93709 0.69443 -2.53902
H -1.78759 1.96505 -2.97833
H -1.21251 0.45357 -2.26296
H -1.71810 4.11149 1.08189
H -3.07650 1.11630 3.03402
H -1.94909 2.42719 3.32466
H -3.64369 2.79166 2.97448
H -3.80329 -0.29513 1.29070
H -3.76612 -0.45474 -0.45295
H -3.37316 -1.96621 -1.46068
H -1.91249 -2.36504 -2.36091
H -1.76592 -5.65162 -0.64662
H 0.38605 -4.71077 -0.38185
H -0.05204 -3.91964 -1.88229
H -0.17658 -2.83208 0.94018
H 0.60689 -0.65634 0.93073
H 2.42203 -0.04057 -1.32623
H 0.76030 1.74016 -0.96492
H 1.18990 1.85138 0.73235
H 3.12310 2.33854 -1.58755
H 2.38659 3.61186 -0.62446
H 4.72434 2.97986 0.11420
H 3.50682 2.91068 1.38169
H 5.63868 -0.15822 1.57903
H 6.22601 1.43837 1.05712
H 5.23698 1.28551 2.52242
```

Computed properties:
molar mass = 390.4 u
structure (SMILES) = Cc1n[nH]c(C)c1CC(=O)N1CC(=O)NC[C@H]1C(=O)N[C@H]1CCCN(C)C1=O



Which of them is the most stable, and which is the least stable? b and a, in that order.